The following is a quantum chemistry calculation of a structure of composition C39H52BCdN4O2PS5 at a distorted geometry, from the OMol25 dataset.

Geometry as XYZ:
```
105
Properties=species:S:1:pos:R:3:lowdin_charge:R:1
Cd 7.153 10.744 14.501 1.022
C 6.809 8.583 11.313 -0.089
N 7.933 9.499 11.484 -0.177
C 9.213 8.916 11.567 -0.244
C 9.524 8.505 12.971 -0.214
N 9.495 9.595 13.926 -0.185
C 10.589 10.570 13.626 -0.041
C 9.648 9.023 15.208 -0.311
C 10.873 9.028 15.904 -0.037
C 11.048 8.458 17.148 -0.107
C 9.915 7.808 17.732 -0.102
C 8.680 7.756 17.054 -0.144
C 8.540 8.365 15.792 -0.645
S 6.922 8.358 15.023 0.380
C 7.805 10.574 10.561 -0.303
C 8.514 10.472 9.361 -0.051
C 8.540 11.527 8.478 -0.097
C 7.696 12.628 8.774 -0.114
C 7.002 12.695 9.953 -0.151
C 7.006 11.655 10.891 -0.669
S 6.099 11.850 12.379 0.405
H 7.004 7.940 10.418 0.092
H 5.902 9.144 11.166 0.065
H 6.618 7.911 12.098 0.023
H 10.013 9.647 11.216 0.105
H 9.384 8.080 10.838 0.124
H 10.520 8.074 12.933 0.118
H 8.813 7.675 13.283 0.105
H 11.517 10.091 13.374 0.089
H 10.655 11.220 14.432 0.044
H 10.264 11.139 12.793 0.081
H 11.717 9.556 15.475 0.078
H 12.023 8.409 17.607 0.068
H 9.948 7.418 18.793 0.096
H 7.835 7.296 17.489 0.063
H 9.085 9.554 9.278 0.093
H 9.155 11.496 7.609 0.079
H 7.588 13.350 7.973 0.086
H 6.364 13.515 10.253 0.077
C 15.085 8.211 17.402 -0.072
N 14.938 9.374 16.556 -0.223
C 15.709 9.363 15.360 -0.100
C 14.173 10.454 16.844 -0.770
S 13.902 11.684 15.760 0.745
N 13.694 10.465 18.198 -0.251
C 12.533 11.319 18.410 -0.140
C 14.773 10.760 19.134 -0.074
H 14.947 7.302 16.757 0.103
H 14.320 8.208 18.162 0.073
H 16.119 8.167 17.787 0.086
H 16.753 9.186 15.614 0.086
H 15.634 10.338 14.885 0.024
H 15.416 8.561 14.725 0.082
H 11.754 10.986 17.712 0.070
H 12.703 12.451 18.402 0.087
H 12.116 11.133 19.399 0.080
H 15.606 10.043 18.976 0.078
H 14.357 10.691 20.122 0.078
H 15.126 11.772 18.906 0.091
C 11.298 14.075 15.960 -0.036
C 9.830 13.844 16.220 -0.484
C 9.587 14.067 17.696 -0.040
O 9.455 12.418 16.015 0.000
B 8.174 12.421 15.469 -0.645
O 7.695 13.741 15.294 0.004
C 8.867 14.570 15.288 -0.523
C 8.510 15.934 15.908 -0.008
C 9.470 14.753 13.920 -0.017
H 11.900 13.681 16.848 0.067
H 11.500 15.147 15.909 0.093
H 11.620 13.610 15.040 0.022
H 10.032 13.216 18.196 0.079
H 8.515 14.101 17.961 0.097
H 10.096 14.979 18.034 0.093
H 8.155 15.706 16.936 0.074
H 7.755 16.468 15.351 0.078
H 9.475 16.522 15.899 0.104
H 9.967 13.859 13.524 0.083
H 10.207 15.554 13.852 0.087
H 8.683 14.910 13.196 0.094
S 15.724 13.996 10.176 0.013
P 13.845 13.529 10.760 -0.062
S 13.209 14.065 12.552 0.127
C 12.607 14.006 9.496 -0.403
C 11.486 14.769 9.838 -0.086
C 10.676 15.229 8.792 -0.094
C 10.841 14.794 7.486 -0.118
C 11.885 13.939 7.201 -0.111
C 12.756 13.600 8.189 -0.145
C 13.716 11.687 10.537 -0.357
C 14.777 10.864 10.926 -0.115
C 14.614 9.502 10.852 -0.123
C 13.462 8.900 10.433 -0.116
C 12.440 9.707 10.025 -0.116
C 12.528 11.080 10.094 -0.075
H 11.301 15.101 10.843 0.053
H 9.888 15.939 9.017 0.095
H 10.157 15.134 6.720 0.091
H 12.130 13.631 6.157 0.110
H 13.677 13.089 7.978 0.094
H 15.688 11.280 11.350 0.083
H 15.421 8.917 11.240 0.085
H 13.357 7.817 10.404 0.100
H 11.537 9.232 9.662 0.086
H 11.729 11.712 9.735 0.097
```

## Properties
total charge = -2
total energy = -120053.532 eV
strongest force on any atom = 2.47 eV/A
frontier orbital gap = 5.82 eV
E_HOMO = -2.12 eV
spin multiplicity = 1


The following is a quantum chemistry calculation of a structure of composition C39H52CaF12N2O35S4 at a distorted geometry, from the OMol25 dataset.

Geometry as XYZ:
```
145
Properties=species:S:1:pos:R:3:lowdin_charge:R:1
Ca 2.200 0.576 -3.178 1.484
C 2.301 -0.397 1.052 -0.557
F 2.878 -1.429 0.552 0.197
F 1.006 -0.723 1.218 0.117
F 2.738 -0.040 2.318 0.101
S 2.501 1.249 -0.068 0.690
O 2.661 2.372 0.796 -0.266
O 3.675 0.964 -0.870 -0.358
N 1.278 1.266 -1.294 -0.450
S 0.010 1.904 -0.597 0.597
O -0.058 1.826 0.890 -0.297
O -0.247 3.162 -1.228 -0.267
C -1.327 0.738 -1.215 -0.604
F -2.454 1.115 -0.768 0.195
F -1.347 0.503 -2.541 0.136
F -1.037 -0.567 -0.707 0.047
C 1.935 -3.696 -4.241 -0.588
F 2.977 -4.434 -4.480 0.165
F 1.772 -2.840 -5.298 0.104
F 0.870 -4.482 -4.065 0.151
S 2.322 -2.838 -2.435 0.689
O 1.022 -2.566 -1.821 -0.308
O 3.031 -3.839 -1.647 -0.276
N 3.172 -1.367 -2.902 -0.488
S 4.653 -1.960 -2.555 0.656
O 4.924 -1.753 -1.111 -0.329
O 5.207 -3.236 -3.140 -0.305
C 5.797 -0.661 -3.443 -0.612
F 7.042 -1.175 -3.663 0.128
F 5.222 -0.397 -4.600 0.125
F 5.889 0.443 -2.669 0.114
C 1.190 5.114 2.508 -0.142
C 2.716 5.251 2.272 -0.089
O 3.092 5.623 3.581 0.048
C 2.102 5.775 4.451 -0.530
O 2.290 6.207 5.596 0.120
O 0.960 5.569 3.783 0.075
H 0.899 4.063 2.530 0.120
H 0.623 5.619 1.727 0.132
H 2.829 6.055 1.544 0.130
H 3.236 4.323 2.035 0.096
C 4.690 2.454 3.886 0.009
C 4.945 1.222 4.883 -0.233
C 5.537 -0.064 4.261 -0.096
O 6.471 -0.428 5.306 0.051
C 6.895 0.664 5.982 -0.527
O 7.674 0.624 6.944 0.115
O 6.030 1.651 5.754 0.069
H 3.828 2.356 3.226 0.047
H 5.569 2.567 3.251 0.089
H 4.446 3.312 4.511 0.077
H 4.099 0.965 5.520 0.155
H 6.067 0.187 3.342 0.132
H 4.751 -0.773 4.002 0.116
C -3.632 -2.118 -6.041 0.013
C -2.122 -1.640 -6.387 -0.316
C -1.973 -0.160 -6.634 -0.082
O -0.868 0.199 -5.807 0.055
C -0.500 -0.907 -5.044 -0.402
O 0.454 -0.845 -4.255 -0.009
O -1.343 -1.965 -5.296 0.110
H -3.655 -3.204 -6.126 0.078
H -4.326 -1.606 -6.708 0.080
H -3.823 -1.891 -4.992 0.077
H -1.902 -2.211 -7.288 0.150
H -2.879 0.387 -6.372 0.128
H -1.648 0.093 -7.643 0.141
C -5.733 2.907 2.518 0.010
C -4.409 2.204 2.024 -0.311
C -3.278 2.078 2.952 -0.093
O -3.069 0.695 3.125 0.098
C -3.938 -0.020 2.436 -0.490
O -4.157 -1.237 2.456 0.105
O -4.775 0.831 1.767 0.050
H -6.404 2.849 1.661 0.070
H -5.553 3.980 2.573 0.083
H -6.175 2.465 3.411 0.096
H -3.961 2.638 1.131 0.137
H -3.487 2.574 3.899 0.152
H -2.395 2.425 2.414 0.132
C -3.379 -2.868 -0.624 -0.004
C -3.612 -3.730 0.613 -0.321
C -4.919 -4.479 0.591 -0.016
O -4.479 -5.896 0.599 0.156
C -3.278 -5.991 0.785 -0.669
O -2.626 -7.010 1.013 0.121
O -2.686 -4.815 0.532 0.087
H -4.001 -3.323 -1.395 0.080
H -2.331 -2.676 -0.852 0.080
H -3.785 -1.859 -0.564 0.068
H -3.565 -3.118 1.514 0.111
H -5.451 -4.226 -0.326 0.124
H -5.507 -4.065 1.409 0.138
C 5.644 -4.040 1.106 0.014
C 6.151 -4.435 2.556 -0.273
C 6.176 -3.315 3.615 -0.115
O 5.379 -3.795 4.662 0.078
C 4.729 -4.901 4.226 -0.532
O 3.669 -5.342 4.784 0.071
O 5.279 -5.348 3.165 0.115
H 6.258 -3.285 0.613 0.075
H 4.660 -3.594 1.249 0.078
H 5.643 -4.944 0.497 0.090
H 7.129 -4.915 2.585 0.147
H 5.778 -2.420 3.139 0.105
H 7.215 -3.205 3.926 0.141
C -0.970 -2.063 3.476 -0.029
C -1.863 -2.505 4.530 -0.320
C -1.657 -3.937 5.095 -0.079
O -1.516 -3.734 6.473 0.093
C -1.698 -2.490 6.831 -0.598
O -1.829 -2.112 7.972 0.142
O -1.691 -1.744 5.738 0.105
H -1.029 -2.567 2.511 0.097
H 0.057 -2.103 3.838 0.103
H -1.135 -1.019 3.210 0.074
H -2.904 -2.613 4.225 0.132
H -0.859 -4.538 4.660 0.143
H -2.612 -4.424 4.898 0.128
C -7.844 1.407 -2.389 -0.013
C -6.452 2.087 -2.336 -0.340
C -5.313 1.272 -1.770 -0.083
O -4.293 1.467 -2.732 0.052
C -4.751 2.228 -3.755 -0.488
O -4.056 2.556 -4.730 0.102
O -6.074 2.436 -3.618 0.108
H -7.876 0.444 -2.899 0.082
H -8.562 1.962 -2.992 0.088
H -8.201 1.101 -1.406 0.088
H -6.633 2.980 -1.737 0.150
H -5.720 0.263 -1.713 0.140
H -4.927 1.650 -0.823 0.114
C 0.436 6.534 -3.925 -0.001
C -0.465 5.388 -4.374 -0.289
C -0.433 4.981 -5.878 -0.067
O 0.005 3.644 -5.842 0.115
C 0.380 3.345 -4.586 -0.492
O 0.859 2.244 -4.246 -0.029
O 0.128 4.285 -3.715 0.085
H 0.531 6.773 -2.866 0.099
H 0.240 7.378 -4.587 0.092
H 1.351 6.075 -4.300 0.093
H -1.452 5.551 -3.941 0.158
H 0.197 5.630 -6.485 0.139
H -1.457 5.191 -6.188 0.140
```

## Properties
total charge = 0
total energy = -210314.072 eV
strongest force on any atom = 8.83 eV/A
frontier orbital gap = 8.95 eV
E_HOMO = -9.89 eV
spin multiplicity = 1


The following is a quantum chemistry calculation of a structure of composition C39H52FGdN7O4 at a distorted geometry, from the OMol25 dataset.

Geometry as XYZ:
```
104
Properties=species:S:1:pos:R:3:mulliken_spin:R:1
Gd 0.371 1.654 0.463 6.022
C 3.106 1.240 3.656 -0.044
C 3.017 2.630 3.027 0.074
N 1.698 2.928 2.461 -0.063
C 0.792 3.538 3.440 0.020
C -0.409 4.165 2.725 0.015
N -1.115 3.195 1.877 0.010
C -2.468 2.879 2.339 0.058
C -2.482 1.776 3.399 -0.016
C -2.362 0.373 2.804 0.044
N -1.014 0.050 2.312 -0.057
C -0.105 -0.283 3.417 0.024
C 1.097 -1.054 2.882 0.035
N 1.924 -0.238 1.978 -0.018
C 3.200 0.128 2.610 0.069
H 2.272 1.075 4.338 -0.001
H 4.019 1.204 4.254 -0.003
H 3.756 2.686 2.225 -0.020
H 3.288 3.385 3.781 0.004
H 1.846 3.635 1.732 -0.011
H 1.306 4.327 4.018 -0.001
H 0.454 2.775 4.149 -0.003
H -0.032 4.978 2.096 -0.001
H -1.083 4.598 3.475 0.000
H -1.206 3.606 0.945 -0.054
H -3.063 2.550 1.481 -0.015
H -2.954 3.775 2.752 0.002
H -3.426 1.823 3.945 -0.002
H -1.683 1.945 4.121 -0.001
H -3.059 0.283 1.963 -0.013
H -2.667 -0.361 3.570 0.002
H -1.123 -0.833 1.804 -0.009
H -0.611 -0.921 4.157 -0.005
H 0.210 0.638 3.910 -0.005
H 0.721 -1.938 2.361 -0.007
H 1.694 -1.407 3.731 0.002
H 2.183 -0.816 1.174 -0.010
H 3.883 0.459 1.824 -0.025
H 3.643 -0.763 3.083 0.003
C 4.424 6.385 -4.362 0.000
O 4.095 5.845 -3.100 0.000
C 2.827 5.447 -2.864 -0.003
C 1.754 5.640 -3.757 0.000
C 0.511 5.173 -3.430 0.001
C 0.247 4.475 -2.234 -0.010
C -1.041 3.957 -1.897 0.004
C -2.281 4.481 -2.589 0.003
O -1.211 3.109 -0.982 -0.043
C 1.336 4.293 -1.300 0.000
O 1.170 3.735 -0.149 0.068
C 2.595 4.814 -1.659 0.000
H 5.505 6.523 -4.355 0.000
H 3.937 7.351 -4.528 0.000
H 4.149 5.701 -5.170 0.000
H 1.895 6.155 -4.695 0.000
H -0.276 5.326 -4.153 0.000
H -2.089 4.816 -3.601 0.000
H -2.665 5.329 -2.019 0.000
H -3.053 3.715 -2.606 0.000
H 3.418 4.691 -0.972 0.002
C -3.481 -9.640 -2.138 0.000
C -2.982 -8.458 -1.369 0.000
C -2.143 -7.519 -1.955 0.000
C -1.642 -6.454 -1.225 0.001
C -1.979 -6.316 0.116 0.000
N -1.439 -5.278 0.914 0.000
C -1.434 -3.949 0.678 0.000
O -0.946 -3.151 1.463 0.003
N -2.075 -3.560 -0.486 0.000
C -2.218 -2.239 -0.871 0.030
C -3.338 -1.814 -1.590 0.007
C -3.465 -0.466 -1.864 -0.003
C -2.504 0.416 -1.392 0.022
N -1.408 0.021 -0.746 -0.021
C -1.255 -1.284 -0.532 0.041
C -2.840 -7.237 0.707 0.000
C -3.336 -8.292 -0.032 0.000
H -3.092 -9.643 -3.154 0.000
H -4.569 -9.644 -2.176 0.000
H -3.170 -10.560 -1.644 0.000
H -1.856 -7.625 -2.990 0.000
H -0.957 -5.761 -1.688 -0.001
H -1.062 -5.549 1.812 0.000
H -2.683 -4.240 -0.926 0.000
H -4.090 -2.520 -1.914 0.001
H -4.314 -0.099 -2.420 0.000
H -2.596 1.480 -1.554 -0.004
H -0.321 -1.603 -0.092 -0.043
H -3.107 -7.123 1.747 0.000
H -4.001 -9.006 0.431 0.000
F 3.394 -4.452 -2.193 0.013
C 3.015 -3.165 -1.989 0.152
C 1.838 -2.711 -2.558 -0.049
C 1.447 -1.408 -2.340 0.133
C 2.214 -0.524 -1.562 0.006
C 1.821 0.874 -1.363 0.562
C 3.402 -1.033 -1.009 0.112
C 3.801 -2.339 -1.206 -0.045
H 1.262 -3.372 -3.187 -0.002
H 0.536 -1.048 -2.801 0.003
H 1.233 1.215 -2.233 0.032
H 2.722 1.507 -1.303 0.019
H 4.031 -0.362 -0.439 0.008
H 4.719 -2.717 -0.786 -0.001
```

## Properties
total charge = +1
ΔE to the lowest compared entry with this formula, charge and spin = 0.000 eV
total energy = -83453.825 eV
strongest force on any atom = 4.92 eV/A
frontier orbital gap (spin up / spin down) = 4.89 / 3.86 eV
E_HOMO (spin up / spin down) = -6.56 / -8.00 eV
spin multiplicity = 8


Question: Look up the total energy of the second one.
Answer: -210314.072 eV